[1]
C18H24AuN3O8SSi | ωB97M-V/def2-TZVPD

```
56
Properties=species:S:1:pos:R:3
Au -0.79515 1.24472 3.32433
O 0.39858 2.82757 7.00456
C 0.25832 2.01587 6.08450
O 0.73933 2.09970 4.91162
C -0.56549 0.68976 6.35347
O -0.70356 0.30249 7.51723
O -1.00293 0.10101 5.31268
C -2.11306 3.96043 1.49578
Si -2.05760 2.05195 1.64313
C -3.92020 1.61895 1.77151
C -1.70476 1.52794 -0.18576
C -0.95779 2.31544 -1.07055
C -0.75221 1.94964 -2.39691
C -1.28002 0.76066 -2.88717
C -2.00712 -0.05418 -2.02557
C -2.20947 0.32917 -0.70572
H -2.87119 4.30932 0.78487
H -1.14433 4.37567 1.20525
H -2.34205 4.37148 2.48178
H -4.51040 2.03640 0.94743
H -4.30219 2.02272 2.71283
H -4.07837 0.53853 1.80701
H -0.54213 3.25414 -0.71966
H -0.19512 2.61057 -3.05413
H -1.13974 0.47400 -3.92398
H -2.42677 -0.98644 -2.38993
H -2.79056 -0.32004 -0.05775
C 3.06333 -0.03958 -4.82781
C 2.21942 -0.34484 -3.60173
S 1.71964 -2.05680 -3.60596
O 0.75384 -2.23638 -4.66363
O 2.91614 -2.86921 -3.61110
C 0.90223 -2.26029 -2.04528
C 1.89363 -2.34534 -0.89245
N 1.24447 -2.17648 0.39399
C 1.22062 -1.01182 1.09569
N 0.66992 -1.15599 2.27998
C 0.28627 -2.44364 2.38092
C 0.62734 -3.10600 1.22147
N 0.40580 -4.44781 0.87012
O 0.68615 -4.80953 -0.27642
O -0.06790 -5.19018 1.71727
C 1.72272 0.28951 0.58032
H 3.37842 1.00341 -4.80092
H 2.49113 -0.20346 -5.74032
H 3.95049 -0.67130 -4.85346
H 1.29879 0.23710 -3.57261
H 2.76876 -0.16731 -2.67603
H 0.33842 -3.18954 -2.14484
H 0.19962 -1.43325 -1.92684
H 2.64352 -1.55943 -0.96822
H 2.41610 -3.29650 -0.92053
H -0.22168 -2.82634 3.25022
H 2.80675 0.28984 0.43977
H 1.44558 1.04129 1.32076
H 1.23646 0.55240 -0.36323
```

Values from the calculation:
LUMO energy = 3.48 eV
DFT total energy = -2289.88153 a.u.
Net charge = -2
Energy relative to the best compared isomer or geometry (same formula, charge and spin) = 16.9 kcal per mole
Strongest force on any atom = 0.009 Eh/bohr
Kohn-Sham gap = 4.72 eV
HOMO level = -1.23 eV

[2]
C23H37Br3I4N3O3 | ωB97M-V/def2-TZVPD

```
73
Properties=species:S:1:pos:R:3
C -4.00217 -2.33930 2.85407
C -3.26278 -2.70758 1.57688
O -3.81640 -3.34311 0.77056
N -1.88485 -2.37185 1.32459
C -0.94118 -3.42726 1.08451
N -1.59053 -0.99637 1.23265
C -1.80699 -0.38709 -0.15515
C -2.70059 0.85720 0.08794
C -3.11536 1.99531 -0.84324
C -2.04565 3.05276 -1.22134
I -4.42172 1.45452 -2.49547
C -0.50171 -0.48526 -0.99729
C -0.58655 -0.37573 -2.52754
I -2.20093 -1.69822 -3.27524
C -0.62034 0.91455 -3.34560
C -0.54483 0.49796 -4.87176
I 1.02831 2.31837 -3.18051
C 0.80246 0.11788 -0.32545
C 2.06883 -0.69312 -0.57932
Br 2.10498 -2.48121 0.28400
C 2.50382 -0.87172 -2.06357
C 2.32332 -2.28025 -2.68595
Br 4.44200 -0.51500 -2.23457
C 0.57550 0.45522 1.20845
Br 0.08780 2.40040 1.34847
C 1.91011 0.44792 2.04294
C 2.82089 1.66600 1.80616
O 3.13343 2.32182 2.71986
N 3.33234 1.95465 0.48841
C 4.75923 1.51543 0.52618
C 3.35948 3.39037 0.19307
C -0.40798 -0.45384 1.97666
C -0.90434 0.20715 3.28648
C -1.12118 -0.83350 4.38323
O -2.11135 -0.99835 4.92980
I 0.56096 -2.07097 5.00570
H -3.73936 -2.96134 3.70553
H -3.81045 -1.27909 3.07477
H -5.05745 -2.38299 2.60841
H -0.07785 -3.39890 1.75385
H -0.55627 -3.55811 0.07059
H -1.43158 -4.37104 1.32167
H -2.40040 -0.61624 1.73980
H -2.45662 -1.15168 -0.58600
H -2.41614 1.34061 1.03299
H -3.67547 0.42589 0.38215
H -3.82030 2.57242 -0.24911
H -2.12123 3.94466 -0.60342
H -2.19045 3.37471 -2.25247
H -1.07630 2.56705 -1.17083
H -0.27436 -1.55997 -0.89302
H 0.22708 -0.97025 -2.92477
H -1.53462 1.49709 -3.33214
H -0.01771 -0.44654 -5.01362
H 0.01974 1.23372 -5.44272
H -1.53444 0.51114 -5.32468
H 1.02382 1.10744 -0.72967
H 2.92817 -0.21544 -0.13343
H 2.03694 -0.19276 -2.76807
H 3.13242 -2.95807 -2.43564
H 2.40643 -2.11095 -3.76626
H 1.32181 -2.68824 -2.52808
H 1.71460 0.50360 3.11246
H 2.50356 -0.46084 1.90560
H 5.22351 1.62096 -0.45075
H 5.30776 2.10996 1.26451
H 4.76509 0.47206 0.85826
H 2.43054 3.91338 0.41616
H 4.16461 3.92940 0.70531
H 3.53447 3.52001 -0.87822
H 0.20807 -1.27322 2.36473
H -1.80725 0.80606 3.13824
H -0.17642 0.90776 3.69925
```

Values from the calculation:
LUMO energy = -2.82 eV
DFT total energy = -10201.02904 a.u.
Net charge = +1
SMILES = CC(=O)N(C)[N@@H+]1[C@@H](C[C@@H](C)I)[C@@H]([C@@H](I)[C@H](C)I)[C@H]([C@@H](Br)[C@H](C)Br)[C@](Br)(CC(=O)N(C)C)[C@H]1CC(=O)I
Strongest force on any atom = 0.078 Eh/bohr
Kohn-Sham gap = 8.81 eV
HOMO level = -11.63 eV

[3]
C6H12O | ωB97M-V/def2-TZVPD

```
19
Properties=species:S:1:pos:R:3
C 2.00268 0.32876 -0.55749
C 1.08186 -0.17773 0.55808
C -0.35464 -0.33668 0.12341
C -0.62297 -1.27684 -1.04232
C -1.45394 -0.28291 1.15916
C -1.23469 0.87049 0.21875
O -0.84155 2.04698 0.89748
H 1.64096 1.27345 -0.98603
H 2.09399 -0.39107 -1.37913
H 3.00916 0.50663 -0.16525
H 1.09412 0.54220 1.38347
H 1.45367 -1.13454 0.94230
H -0.05345 -1.02681 -1.94492
H -0.35180 -2.30122 -0.75855
H -1.68463 -1.30436 -1.32367
H -1.13571 -0.10642 2.18646
H -2.33697 -0.90966 1.05415
H -1.88315 1.03734 -0.63275
H -0.42293 2.64241 0.26683
```

Values from the calculation:
LUMO energy = 0.90 eV
DFT total energy = -311.01763 a.u.
SMILES = CC[C@@]1(C)C[C@H]1O
Energy relative to the best compared isomer or geometry (same formula, charge and spin) = 26.1 kcal per mole
Strongest force on any atom = 0.012 Eh/bohr
Kohn-Sham gap = 10.29 eV
HOMO level = -9.39 eV

[4]
C25H25BF5N10O3S3TeTi | ωB97M-V/def2-TZVPD

```
74
Properties=species:S:1:pos:R:3
Ti -1.11920 0.49875 -0.20871
N 7.15982 -0.38528 0.29684
C 5.91411 -0.14078 -0.28356
C 5.48121 1.16936 -0.50079
C 4.26436 1.41542 -1.10801
C 3.45958 0.35198 -1.49692
C 3.88832 -0.95438 -1.30540
C 5.10990 -1.19789 -0.70439
S 1.89911 0.59680 -2.29141
O 2.01876 1.67215 -3.23625
O 1.47943 -0.69314 -2.73981
N 0.83388 1.05044 -1.11370
C 0.78152 2.34589 -0.70015
N -0.33184 2.51438 0.04279
C -0.67010 3.71837 0.46414
C 0.14960 4.80026 0.20063
C 1.32140 4.52328 -0.49118
N 1.65652 3.32308 -0.94312
H 7.50151 0.35247 0.89092
H 7.25315 -1.29164 0.72588
H 6.11286 1.99755 -0.19951
H 3.93334 2.42739 -1.29155
H 3.25420 -1.77131 -1.62012
H 5.43651 -2.21988 -0.55039
H -1.59675 3.79494 1.01968
H -0.09822 5.79705 0.53064
H 2.03528 5.31616 -0.69307
S -0.00343 0.25728 1.85818
C -0.75335 -0.99709 2.87497
C -0.23489 -1.00592 4.17929
C -0.68127 -1.87215 5.15654
C -1.69281 -2.77675 4.85596
C -2.21831 -2.79431 3.58186
C -1.76437 -1.92387 2.58679
S -2.57949 -2.15236 1.03889
H 0.54833 -0.29410 4.41093
H -0.24388 -1.83818 6.14607
H -2.06409 -3.46410 5.60504
H -3.00047 -3.50487 3.33406
B -4.64135 1.36739 -0.87811
N -3.52449 1.45879 -1.95695
C -3.81535 1.47655 -3.25525
C -2.64627 1.54807 -3.99242
C -1.64827 1.55034 -3.03848
N -2.18359 1.51294 -1.79955
N -4.06294 1.41150 0.57862
C -4.85147 1.70252 1.61407
C -4.07119 1.88871 2.74110
C -2.77499 1.68037 2.29350
N -2.77496 1.39676 0.98207
H -5.26537 0.34824 -1.03392
H -5.34360 2.35030 -0.99256
H -4.84532 1.43278 -3.56747
H -2.52437 1.53557 -5.05972
H -0.58120 1.60781 -3.18047
H -5.91591 1.77619 1.46708
H -4.39317 2.12272 3.74026
H -1.84591 1.69858 2.83455
N 0.81617 -3.54276 -0.32745
C 1.64989 -4.43799 0.22502
C 2.52385 -3.72852 1.02219
C 2.11641 -2.38991 0.87395
N 1.08653 -2.28892 0.04619
H 0.02726 -3.70625 -0.95201
H 1.55737 -5.49088 0.01946
H 3.32297 -4.12114 1.62751
H 2.52147 -1.49858 1.32687
F -3.02212 -1.40514 -2.57439
Te -1.18239 -2.01492 -3.05478
F -0.83275 -0.99053 -4.69583
F -1.59474 -3.47274 -1.73899
F -2.18545 -3.02523 -4.26470
F 0.21058 -3.29026 -3.51568
O -1.74556 -1.10735 0.16419
```

Values from the calculation:
LUMO energy = 1.44 eV
DFT total energy = -4577.49970 a.u.
Net charge = -1
Energy relative to the best compared isomer or geometry (same formula, charge and spin) = 46.9 kcal per mole
Strongest force on any atom = 0.026 Eh/bohr
Kohn-Sham gap = 6.83 eV
HOMO level = -5.39 eV

[5]
C5H14NO2 | ωB97M-V/def2-TZVPD

```
22
Properties=species:S:1:pos:R:3
C -1.70815 -0.31932 -2.60882
C -0.64290 0.53660 -1.92902
N -0.37694 0.02131 -0.57190
C -1.40240 0.48030 0.35514
C 1.06844 0.44290 -0.19474
C 1.24145 0.72920 1.29794
O 2.47685 1.13337 1.60840
H -2.25954 0.28142 -3.33071
H -2.27542 -0.82966 -1.82816
H -1.25346 -1.11072 -3.19798
H 0.30002 0.54922 -2.46924
H -0.80274 1.62651 -1.82410
H -1.40688 1.52816 0.68080
H -1.17549 -0.12110 1.22939
H -2.39978 0.30495 -0.02001
H 1.56039 -0.48727 -0.48050
H 1.36932 1.30669 -0.79349
H 0.90504 -0.18322 1.86918
H 0.44578 1.45552 1.60393
H -0.26100 -1.71210 2.12765
H 0.05926 -2.29898 0.92413
O -0.05383 -2.62361 1.84672
```

Values from the calculation:
LUMO energy = 3.51 eV
DFT total energy = -404.07971 a.u.
Net charge = -1
Energy relative to the best compared isomer or geometry (same formula, charge and spin) = 47.0 kcal per mole
Strongest force on any atom = 0.048 Eh/bohr
Kohn-Sham gap = 5.96 eV
HOMO level = -2.44 eV

[6]
C2H3F2P | ωB97M-V/def2-TZVPD

```
8
Properties=species:S:1:pos:R:3
F -0.91604 -0.67357 -1.49361
C -0.76432 -0.21155 -0.14501
F -1.95802 -0.17677 0.49738
C 0.40140 0.73128 0.26672
P 0.75666 -0.95679 0.77952
H 1.01420 1.08903 -0.54063
H 0.08414 1.40804 0.97477
H 1.38197 -1.20966 -0.33914
```

Values from the calculation:
LUMO energy = 0.83 eV
DFT total energy = -619.01725 a.u.
SMILES = FC1(F)CP1
Energy relative to the best compared isomer or geometry (same formula, charge and spin) = 56.5 kcal per mole
Strongest force on any atom = 0.067 Eh/bohr
Kohn-Sham gap = 10.41 eV
HOMO level = -9.58 eV

> What is the LUMO energy in the sixth record?

0.83 eV

> Which of these has the lowest HOMO level?

C23H37Br3I4N3O3

> The lowest Kohn-Sham gap belongs to which entry?

C18H24AuN3O8SSi